DFT (wB97M-V/def2-TZVPD) results for a cluster of 7 separate species, C32H77BrN2O13 in total.

- Energy above the lowest of the compared OMol25 structures with the same formula, charge and spin: 372.5 kJ/mol
- E_HOMO: -8.64 eV
- Strongest force on any atom: 0.1075 hartree/bohr
- SMILES: [H]/N=C/CN[C@@H](COC)C[C@H](C)Br.COCCOC.COCCOC.COCCOC.COCCOC.COCCOC.COCCOC
- Calculated total energy: -134060.08989 eV

```
125
Properties=species:S:1:pos:R:3:forces:R:3:mulliken_charge:R:1
H -8.535 -2.384 -0.605 1.32 0.37 0.22 0.25
N -7.528 -2.098 -0.456 0.34 -1.33 5.36 -0.47
C -7.268 -2.326 0.874 -1.13 0.57 -2.94 -0.19
C -5.847 -2.054 1.647 -0.81 -0.02 1.07 -0.07
N -5.127 -0.788 1.240 0.33 -1.92 -0.82 -0.17
C -4.490 -0.887 -0.131 -0.30 1.42 -1.54 0.25
C -4.962 0.492 -0.951 1.25 0.13 0.87 -0.84
O -6.411 0.730 -0.873 1.63 0.29 -1.95 -0.29
C -6.938 1.278 -2.132 0.08 0.45 -0.60 -0.40
C -2.845 -0.842 -0.107 -0.24 0.62 0.92 -0.81
C -2.128 -2.174 0.522 0.60 -0.29 -2.68 0.52
C -2.866 -3.596 0.172 0.67 -0.69 0.88 -1.07
Br -1.819 -2.036 2.500 -0.37 0.01 -1.03 -0.21
H -8.154 -2.760 1.540 2.10 0.88 -1.14 0.28
H -5.215 -3.035 1.568 -1.07 1.68 0.00 -0.03
H -6.115 -1.932 2.802 0.47 -0.31 -2.54 0.29
H -4.459 -0.447 1.969 -0.81 -0.81 -0.96 0.20
H -4.928 -1.782 -0.789 0.96 1.81 1.87 0.32
H -4.403 1.388 -0.399 -1.15 -1.66 -1.10 0.16
H -4.524 0.458 -2.041 -1.14 -0.03 1.87 0.35
H -6.086 1.793 -2.770 -1.72 -0.93 1.30 0.07
H -7.740 2.103 -1.885 1.54 -1.75 -0.39 0.25
H -7.416 0.429 -2.785 0.81 1.51 1.29 0.25
H -2.556 0.072 0.603 -0.55 -1.88 -1.57 0.19
H -2.392 -0.575 -1.176 -1.05 -0.86 2.23 0.30
H -1.044 -2.233 0.025 -2.29 0.26 1.42 0.09
H -2.045 -4.375 -0.162 -1.60 1.59 0.69 0.30
H -3.658 -3.550 -0.687 1.45 0.14 1.86 0.29
H -3.302 -4.013 1.200 0.61 0.83 -2.53 0.23
C 0.146 2.890 6.763 0.22 -0.06 -0.07 -0.82
O 0.661 1.657 6.273 -0.43 0.02 0.19 -0.32
C -0.050 0.527 6.789 0.21 -0.11 -0.59 -0.24
C -1.035 -0.027 5.755 -0.26 0.29 0.55 0.01
O -2.096 0.897 5.498 0.45 -0.01 -0.23 -0.41
C -1.912 1.602 4.276 -0.24 0.06 0.09 -0.29
H 0.574 3.701 6.169 0.04 -0.16 0.03 0.25
H -0.943 2.937 6.684 0.00 -0.05 0.01 0.36
H 0.445 3.024 7.808 -0.10 0.07 0.02 0.31
H -0.563 0.782 7.724 -0.03 0.00 -0.15 0.40
H 0.694 -0.243 7.014 -0.01 0.01 0.04 0.07
H -1.495 -0.935 6.161 0.06 0.01 0.00 0.35
H -0.519 -0.299 4.827 0.03 0.11 0.06 -0.15
H -2.124 0.938 3.431 0.10 0.05 -0.08 -0.11
H -0.899 2.005 4.184 -0.01 -0.07 0.02 0.30
H -2.620 2.436 4.250 0.05 -0.18 0.10 0.29
C 4.268 -1.393 0.164 0.00 0.07 -0.23 -0.53
O 2.869 -1.470 -0.090 0.05 -0.38 0.27 -0.38
C 2.347 -2.782 0.145 -0.26 0.52 0.20 -0.57
C 1.618 -2.856 1.490 0.57 -0.30 -0.10 -0.34
O 2.527 -2.700 2.584 -0.21 0.35 -0.28 -0.44
C 2.477 -1.392 3.143 0.11 -0.16 0.12 -0.46
H 4.555 -0.339 0.186 -0.14 -0.07 -0.04 0.29
H 4.534 -1.845 1.122 -0.04 -0.03 0.00 0.32
H 4.817 -1.889 -0.643 0.12 -0.02 0.12 0.08
H 3.141 -3.536 0.086 -0.05 0.09 0.10 0.30
H 1.629 -2.987 -0.656 -0.02 -0.04 0.01 0.45
H 1.166 -3.849 1.591 -0.03 0.04 -0.03 0.40
H 0.812 -2.114 1.542 0.20 -0.02 -0.04 0.17
H 1.561 -1.276 3.731 -0.03 0.13 -0.02 0.06
H 2.524 -0.616 2.373 -0.05 -0.06 0.01 0.33
H 3.337 -1.271 3.809 -0.11 -0.13 -0.11 0.28
C -3.878 5.501 -6.702 -0.11 0.08 -0.08 -0.76
O -5.276 5.423 -6.956 0.13 -0.39 0.25 -0.40
C -5.799 4.112 -6.721 -0.33 0.56 0.13 -0.46
C -6.528 4.038 -5.376 0.55 -0.35 -0.02 -0.43
O -5.619 4.194 -4.282 -0.23 0.35 -0.29 -0.32
C -5.668 5.502 -3.723 0.14 -0.14 0.14 -0.82
H -3.591 6.555 -6.680 -0.13 -0.08 -0.07 0.32
H -3.612 5.048 -5.744 0.01 -0.05 -0.07 0.36
H -3.329 5.005 -7.509 0.11 -0.04 0.10 0.30
H -5.005 3.358 -6.780 -0.05 0.08 0.12 0.18
H -6.517 3.907 -7.522 0.00 -0.03 0.04 0.41
H -6.980 3.045 -5.275 -0.01 0.03 -0.04 0.34
H -7.333 4.780 -5.324 0.13 0.01 -0.07 0.35
H -6.584 5.618 -3.135 -0.01 0.12 -0.02 0.32
H -5.622 6.278 -4.493 -0.04 -0.07 0.00 0.37
H -4.809 5.623 -3.057 -0.13 -0.14 -0.11 0.24
C 1.877 2.629 -5.046 0.13 -0.10 -0.14 -0.64
O 1.477 2.143 -6.322 -0.40 0.11 0.31 -0.38
C 0.117 1.698 -6.333 0.26 0.28 -0.50 -0.59
C -0.803 2.739 -6.976 -0.11 -0.09 0.63 -0.41
O -0.886 3.924 -6.179 0.37 -0.13 -0.34 -0.30
C -0.082 4.978 -6.696 -0.14 0.06 0.19 -0.89
H 2.829 3.152 -5.160 -0.09 -0.12 -0.09 0.24
H 1.146 3.325 -4.627 -0.03 -0.03 -0.02 0.28
H 2.019 1.787 -4.359 -0.02 0.08 0.09 0.29
H -0.220 1.448 -5.319 -0.01 0.14 -0.09 0.32
H 0.086 0.782 -6.932 -0.04 0.03 0.01 0.38
H -1.815 2.324 -7.037 0.04 -0.02 -0.01 0.30
H -0.476 2.976 -7.996 0.08 -0.03 0.12 0.38
H -0.556 5.401 -7.588 0.10 0.04 -0.07 0.33
H 0.930 4.640 -6.938 -0.07 -0.03 -0.02 0.40
H -0.012 5.761 -5.934 -0.11 -0.17 -0.07 0.26
C 8.051 -2.309 -1.846 -0.15 -0.03 0.15 -0.84
O 6.754 -2.811 -2.148 0.28 0.13 -0.39 -0.32
C 6.343 -2.485 -3.480 -0.17 -0.55 0.22 -0.40
C 6.499 -3.685 -4.419 0.40 0.49 -0.14 -0.61
O 7.877 -4.020 -4.609 -0.32 -0.13 0.40 -0.37
C 8.268 -5.149 -3.837 0.17 0.07 -0.16 -0.70
H 8.392 -2.776 -0.918 -0.15 0.03 -0.08 0.24
H 8.771 -2.538 -2.635 -0.05 0.01 -0.03 0.39
H 8.001 -1.225 -1.695 0.12 0.01 -0.03 0.31
H 6.894 -1.615 -3.857 0.02 -0.16 0.00 0.35
H 5.283 -2.214 -3.428 0.01 0.00 -0.04 0.37
H 6.098 -3.416 -5.402 -0.01 0.00 0.07 0.38
H 5.934 -4.548 -4.050 0.07 0.10 0.08 0.33
H 7.860 -6.061 -4.284 -0.01 -0.06 0.11 0.32
H 7.940 -5.067 -2.797 -0.04 0.01 -0.06 0.30
H 9.360 -5.213 -3.851 -0.18 0.08 -0.10 0.24
C 5.934 -2.165 9.237 0.12 -0.10 -0.17 -0.68
O 5.535 -2.652 7.961 -0.38 0.12 0.34 -0.37
C 4.174 -3.096 7.950 0.24 0.26 -0.52 -0.82
C 3.255 -2.055 7.306 -0.08 -0.08 0.63 0.01
O 3.172 -0.870 8.104 0.32 -0.17 -0.32 -0.40
C 3.976 0.184 7.587 -0.12 0.13 0.10 -0.78
H 6.887 -1.642 9.123 -0.09 -0.12 -0.09 0.24
H 5.204 -1.469 9.656 -0.03 -0.03 -0.02 0.29
H 6.077 -3.007 9.924 -0.02 0.08 0.09 0.32
H 3.837 -3.346 8.963 0.00 0.14 -0.08 0.37
H 4.143 -4.012 7.351 -0.04 0.03 0.01 0.40
H 2.242 -2.470 7.246 0.05 -0.04 -0.02 0.41
H 3.582 -1.818 6.287 0.08 -0.04 0.12 0.07
H 3.502 0.607 6.695 0.07 0.05 -0.03 0.28
H 4.987 -0.154 7.345 -0.06 -0.05 0.00 0.40
H 4.046 0.967 8.348 -0.12 -0.17 -0.07 0.26
```
Forces are in eV/Å.